DFT (wB97M-V/def2-TZVPD) results for an isolated molecule of C17H20ClN3O3S2.

```
! wB97M-V def2-TZVPD RIJCOSX def2/J DEFGRID3
* xyz 0 1
O -1.04 1.67 1.60
C -1.04 0.45 1.58
C -2.24 -0.33 2.09
C -3.44 0.61 2.20
N -4.05 0.78 0.90
S -3.23 1.20 -0.48
O -4.26 1.35 -1.47
O -2.20 0.24 -0.74
C -2.50 2.79 -0.25
C -1.41 3.30 -0.90
C -1.15 4.64 -0.53
C -2.05 5.12 0.37
S -3.23 3.94 0.79
N 0.05 -0.25 1.21
C 0.14 -1.68 1.05
C 0.11 -2.01 -0.46
N 1.21 -1.36 -1.14
C 2.46 -1.95 -1.20
C 3.49 -1.34 -1.94
C 4.72 -1.95 -2.07
C 4.99 -3.18 -1.49
C 3.97 -3.78 -0.77
Cl 4.25 -5.32 -0.02
C 2.73 -3.19 -0.62
C 1.08 0.08 -0.98
C 1.12 0.44 0.51
H -2.50 -1.12 1.40
H -2.01 -0.75 3.07
H -4.20 0.18 2.86
H -3.11 1.57 2.63
H -4.93 1.29 0.92
H -0.83 2.73 -1.59
H -0.33 5.22 -0.92
H -2.09 6.09 0.82
H -0.67 -2.19 1.57
H 1.09 -2.01 1.48
H 0.14 -3.09 -0.63
H -0.82 -1.61 -0.88
H 3.32 -0.40 -2.44
H 5.49 -1.46 -2.64
H 5.95 -3.65 -1.59
H 1.99 -3.72 -0.04
H 1.87 0.61 -1.51
H 0.11 0.37 -1.38
H 0.97 1.51 0.66
H 2.08 0.14 0.95
*
```

Properties
lowest unoccupied orbital energy = 0.49 eV
ΔE to the lowest compared entry with this formula, charge and spin = 23.7 kJ/mol
largest force on an atom = 0.92 eV Å⁻¹
gap between HOMO and LUMO = 8.246 eV